Entry 1:
# C21H36BrGaN7Si

A molecular structure, C21H36BrGaN7Si (wB97M-V/def2-TZVPD, the Open Molecules 2025 dataset).

Atoms and positions in Å:
Ga (3.138, 0.807, 0.290)
N (4.921, -0.118, -2.375)
C (5.579, -0.157, -1.219)
N (6.855, -0.464, -1.226)
C (7.483, -0.507, -0.046)
N (8.767, -0.764, -0.015)
N (6.860, -0.316, 1.172)
C (5.616, -0.015, 1.101)
N (4.895, 0.135, -0.057)
C (4.831, 0.175, 2.356)
C (5.345, -0.080, 3.605)
C (4.498, 0.040, 4.705)
C (3.173, 0.405, 4.517)
C (2.723, 0.665, 3.236)
N (3.544, 0.559, 2.180)
H (5.434, -0.349, -3.213)
H (3.922, -0.023, -2.444)
H (9.270, -0.928, -0.875)
H (9.256, -0.811, 0.866)
H (6.379, -0.375, 3.705)
H (4.872, -0.161, 5.700)
H (2.491, 0.490, 5.351)
H (1.704, 0.968, 3.034)
N (3.367, 3.981, -0.312)
C (3.303, 2.864, -0.088)
H (3.429, 4.973, -0.503)
C (-4.683, -2.316, 0.154)
C (-3.179, -1.931, 0.192)
C (-2.359, -3.047, -0.486)
C (-2.722, -1.871, 1.660)
Si (-3.123, -0.277, -0.710)
Br (1.151, 0.156, -0.576)
C (-3.153, -0.220, -2.597)
C (-4.661, -0.173, -2.966)
C (-2.461, 1.020, -3.193)
C (-2.537, -1.460, -3.270)
C (-3.346, 1.324, 0.263)
C (-2.740, 2.562, -0.422)
C (-2.789, 1.283, 1.697)
C (-4.887, 1.499, 0.340)
H (-4.793, -3.278, 0.660)
H (-5.063, -2.444, -0.860)
H (-5.319, -1.602, 0.677)
H (-2.386, -3.919, 0.170)
H (-1.310, -2.781, -0.628)
H (-2.767, -3.361, -1.440)
H (-2.695, -2.893, 2.040)
H (-3.411, -1.320, 2.295)
H (-1.721, -1.453, 1.779)
H (-5.169, 0.710, -2.581)
H (-5.207, -1.059, -2.641)
H (-4.732, -0.134, -4.055)
H (-3.012, 1.939, -3.019)
H (-2.413, 0.882, -4.274)
H (-1.436, 1.154, -2.839)
H (-3.126, -2.358, -3.114)
H (-1.509, -1.656, -2.963)
H (-2.527, -1.277, -4.346)
H (-1.673, 2.455, -0.625)
H (-2.867, 3.409, 0.255)
H (-3.243, 2.824, -1.348)
H (-1.721, 1.057, 1.724)
H (-3.306, 0.580, 2.341)
H (-2.930, 2.274, 2.133)
H (-5.355, 1.603, -0.638)
H (-5.090, 2.420, 0.892)
H (-5.380, 0.688, 0.877)

Summary:
- energy above the lowest of the compared OMol25 structures with the same formula, charge and spin (eV) = 0.6601
- total charge = +3
- HOMO (hartree) = -0.63206

Entry 2:
# C21H36EuP2S

A molecular structure, C21H36EuP2S (wB97M-V/def2-TZVPD, the Open Molecules 2025 dataset).

Atoms and positions in Å:
P (-1.998, 3.395, 0.271)
P (-3.321, 1.279, -1.666)
C (-3.334, 3.993, -0.893)
C (-4.271, 2.851, -1.292)
H (-2.825, 4.404, -1.778)
H (-3.880, 4.814, -0.400)
H (-4.964, 2.612, -0.470)
H (-4.869, 3.107, -2.181)
C (-2.994, 1.624, -3.450)
H (-2.615, 0.712, -3.926)
H (-2.228, 2.404, -3.544)
H (-3.914, 1.951, -3.958)
C (-4.792, 0.191, -1.806)
H (-5.515, 0.588, -2.532)
H (-5.267, 0.116, -0.820)
H (-4.471, -0.812, -2.114)
C (-0.985, 4.917, 0.284)
H (-0.164, 4.788, 1.000)
H (-1.582, 5.799, 0.553)
H (-0.554, 5.055, -0.716)
C (-2.934, 3.565, 1.849)
H (-3.693, 2.777, 1.921)
H (-3.422, 4.549, 1.916)
H (-2.239, 3.443, 2.688)
Eu (2.343, -2.099, 0.573)
C (-0.804, -1.582, -0.476)
C (-0.175, -0.934, -1.468)
C (0.019, 0.541, -1.633)
C (1.285, 1.138, -0.975)
C (1.478, 0.886, 0.492)
C (0.533, 0.550, 1.390)
C (-0.933, 0.421, 1.137)
C (-1.441, -0.986, 0.735)
C (3.990, -1.666, 2.294)
H (-0.895, -2.677, -0.538)
H (0.260, -1.536, -2.275)
H (-0.864, 1.105, -1.300)
H (0.086, 0.763, -2.714)
H (2.165, 0.753, -1.517)
H (1.263, 2.229, -1.160)
H (2.509, 1.061, 0.855)
H (0.842, 0.378, 2.428)
H (-1.267, 1.140, 0.370)
H (-1.473, 0.723, 2.051)
H (-1.278, -1.658, 1.591)
H (-2.538, -0.904, 0.603)
H (3.965, -2.457, 3.061)
H (3.595, -0.707, 2.678)
H (5.010, -1.555, 1.891)
S (2.212, -4.787, -0.274)
C (3.739, -5.063, 0.436)
C (3.848, -5.680, 1.711)
C (5.059, -5.651, 2.390)
C (6.203, -5.100, 1.782)
C (6.128, -4.598, 0.474)
C (4.919, -4.605, -0.215)
H (2.943, -6.082, 2.174)
H (5.122, -6.054, 3.402)
H (7.145, -5.048, 2.331)
H (7.013, -4.187, -0.017)
H (4.827, -4.194, -1.221)

Summary:
- ⟨S²⟩ = 15.761
- energy above the lowest of the compared OMol25 structures with the same formula, charge and spin (eV) = 0.0000
- multiplicity = 8
- HOMO (alpha / beta) (hartree) = -0.24705 / -0.24975

Entry 3:
# C21H36F5ILaN6O3Si2Te

A molecular structure, C21H36F5ILaN6O3Si2Te (wB97M-V/def2-TZVPD, the Open Molecules 2025 dataset).

Atoms and positions in Å:
La (-0.315, -0.193, -0.299)
O (-2.340, 0.467, -2.034)
C (-2.180, 0.134, -3.408)
C (-0.746, 0.279, -3.824)
C (-0.452, 0.320, -5.179)
C (0.861, 0.396, -5.590)
C (1.865, 0.437, -4.629)
C (1.495, 0.389, -3.310)
N (0.211, 0.309, -2.890)
H (-3.277, 0.422, -1.814)
H (-2.781, 0.806, -4.022)
H (-2.493, -0.896, -3.597)
H (-1.259, 0.271, -5.900)
H (1.106, 0.417, -6.644)
H (2.911, 0.475, -4.897)
H (2.250, 0.389, -2.529)
I (0.568, -0.230, 6.395)
C (-0.156, -0.748, 4.550)
C (-1.080, -1.724, 4.251)
N (-1.251, -1.700, 2.919)
N (-0.492, -0.767, 2.325)
C (0.181, -0.184, 3.314)
H (-1.610, -2.417, 4.884)
H (-1.815, -2.313, 2.348)
H (0.863, 0.629, 3.114)
F (2.052, -2.536, -3.774)
Te (0.896, -2.544, -2.297)
F (-1.270, -1.957, -1.420)
F (2.312, -3.700, -1.733)
F (-0.305, -2.699, -3.726)
F (-0.006, -4.126, -1.788)
O (-1.223, -3.697, 0.784)
C (4.821, -1.917, 0.262)
N (3.540, -2.521, 0.658)
C (3.479, -3.780, 1.179)
C (2.313, -4.411, 1.400)
C (1.129, -3.718, 1.023)
N (1.179, -2.491, 0.514)
C (2.378, -1.900, 0.304)
O (2.386, -0.776, -0.256)
N (-0.057, -4.307, 1.189)
H (5.037, -2.163, -0.776)
H (5.601, -2.308, 0.909)
H (4.753, -0.841, 0.374)
H (4.432, -4.239, 1.405)
H (2.288, -5.408, 1.815)
H (-0.121, -5.307, 1.308)
H (-1.188, -3.639, -0.196)
C (-3.916, 2.954, -0.172)
Si (-2.708, 2.064, 0.942)
C (-2.931, 2.711, 2.669)
C (-3.359, 0.246, 1.059)
C (-1.022, 2.134, 0.208)
Si (0.350, 3.146, 0.888)
C (0.560, 4.707, -0.099)
C (1.975, 2.200, 0.654)
C (0.252, 3.567, 2.702)
H (-4.947, 2.625, -0.008)
H (-3.669, 2.808, -1.229)
H (-3.880, 4.032, 0.018)
H (-3.982, 2.594, 2.956)
H (-2.681, 3.773, 2.736)
H (-2.323, 2.174, 3.403)
H (-4.401, 0.190, 0.731)
H (-3.325, -0.103, 2.094)
H (-2.823, -0.491, 0.450)
H (-1.181, 2.534, -0.811)
H (0.695, 4.477, -1.161)
H (1.435, 5.276, 0.235)
H (-0.318, 5.354, -0.008)
H (2.125, 1.916, -0.396)
H (2.054, 1.290, 1.261)
H (2.826, 2.830, 0.931)
H (-0.396, 4.434, 2.863)
H (1.246, 3.821, 3.083)
H (-0.145, 2.752, 3.312)

Summary:
- energy above the lowest of the compared OMol25 structures with the same formula, charge and spin (eV) = 0.4362
- total charge = +1
- HOMO (hartree) = -0.37525

Entry 4:
# C21H36FeP2Se

A molecular structure, C21H36FeP2Se (wB97M-V/def2-TZVPD, the Open Molecules 2025 dataset).

Atoms and positions in Å:
P (-0.270, 1.615, 0.730)
P (0.869, -1.568, -0.169)
C (-1.099, 0.520, -0.497)
C (-0.857, -0.995, -0.391)
H (-0.901, 0.891, -1.520)
H (-2.152, 0.701, -0.267)
H (-1.499, -1.463, 0.380)
H (-1.092, -1.455, -1.356)
C (1.650, -1.531, -1.800)
H (2.685, -1.873, -1.661)
H (1.652, -0.501, -2.190)
H (1.077, -2.206, -2.454)
C (0.836, -3.204, 0.549)
H (0.369, -3.885, -0.185)
H (0.261, -3.170, 1.492)
H (1.882, -3.484, 0.764)
C (-0.268, 3.247, 0.005)
H (0.264, 3.909, 0.709)
H (-1.311, 3.568, -0.139)
H (0.281, 3.217, -0.954)
C (-1.286, 1.525, 2.214)
H (-1.257, 0.505, 2.625)
H (-2.310, 1.814, 1.942)
H (-0.853, 2.223, 2.943)
Fe (1.447, 0.289, 0.819)
C (-3.148, -2.184, -1.894)
C (-2.428, -1.775, -2.963)
C (-2.996, -0.945, -4.069)
C (-3.903, 0.213, -3.601)
C (-3.529, 0.825, -2.279)
C (-4.092, 0.481, -1.101)
C (-5.005, -0.690, -0.916)
C (-4.619, -1.953, -1.719)
C (2.136, 1.786, 2.031)
H (-2.726, -2.873, -1.155)
H (-1.450, -2.198, -3.186)
H (-3.578, -1.573, -4.767)
H (-2.169, -0.526, -4.664)
H (-3.821, 1.007, -4.365)
H (-4.958, -0.110, -3.610)
H (-2.883, 1.703, -2.365)
H (-4.081, 1.163, -0.253)
H (-6.044, -0.420, -1.182)
H (-5.032, -0.951, 0.155)
H (-5.016, -2.814, -1.152)
H (-5.146, -1.957, -2.688)
H (2.486, 1.355, 2.976)
H (1.462, 2.617, 2.293)
H (3.017, 2.234, 1.556)
Se (3.568, -0.799, 1.272)
C (4.873, 0.077, 2.354)
C (5.850, 0.914, 1.759)
C (6.764, 1.615, 2.548)
C (6.760, 1.482, 3.939)
C (5.829, 0.628, 4.544)
C (4.902, -0.084, 3.764)
H (5.863, 1.010, 0.675)
H (7.500, 2.276, 2.064)
H (7.488, 2.018, 4.550)
H (5.818, 0.509, 5.630)
H (4.190, -0.754, 4.230)

Summary:
- ⟨S²⟩ = 6.030
- multiplicity = 5
- HOMO (alpha / beta) (hartree) = -0.16267 / -0.25027